(1)
Formula: C10H15N3O5
Source: the Open Molecules 2025 dataset
Level of theory: ωB97M-V/def2-TZVPD

Total energy (Eh): -930.2278
Spin multiplicity: 1
Structure (SMILES): CCCOc1n[n+]([O-])c(OCCC)cc1[N+](=O)[O-]
Gap between HOMO and LUMO (eV): 7.8308
Lowest unoccupied orbital energy (eV): -1.22
HOMO (eV): -9.05
Energy above the lowest of the compared OMol25 structures with the same formula, charge and spin (kJ/mol): 682.3

Geometry (Å):
H1 -0.9112 4.2940 -2.0561
H2 2.9057 -3.7779 0.6627
O1 -1.8031 -2.2171 -0.6088
H3 -1.3345 3.5476 -0.6733
H4 1.1249 -0.1977 1.9866
N1 -0.8771 -1.5027 -0.3764
C1 0.3048 -3.5642 1.5776
C2 1.6582 -3.5695 2.3127
H5 2.5359 -2.0517 1.0868
H6 -0.4573 -4.3013 1.9471
H7 -3.6244 3.3956 -0.8567
H8 -3.0270 4.9406 -1.6224
O2 -0.0299 1.6228 -1.9590
C3 -3.0432 3.8834 -1.7656
H9 1.9042 -4.5464 2.7442
C4 -1.3028 2.1172 -2.3552
H10 -1.4148 2.2549 -3.3928
H11 1.5182 -2.9603 3.1723
C5 0.7331 0.7725 0.1412
H12 -2.0875 1.4793 -2.1416
O3 1.5262 2.8382 -0.2948
C6 -0.0195 0.6967 -1.0304
C7 0.6506 -0.2470 1.0750
H13 -3.4196 3.7693 -2.7482
C8 2.7866 -3.0142 1.4357
H14 0.5966 -3.7186 0.4827
C9 -0.1590 -1.3504 0.7603
N2 1.6452 1.8351 0.4084
O4 2.5455 1.6114 1.2515
C10 -1.5705 3.4807 -1.7560
H15 3.7956 -2.9512 1.9734
N3 -0.8828 -0.3689 -1.1427
O5 -0.2674 -2.2004 1.7620

Löwdin atomic charge list, values in e, 5 entries: 0.11, 0.08, 0.07, 0.11, 0.12


(2)
Formula: C29H27N3O6S
Source: the Open Molecules 2025 dataset
Level of theory: ωB97M-V/def2-TZVPD

Total energy (Eh): -2135.0561
Spin multiplicity: 1
Gap between HOMO and LUMO (eV): 7.1633
Lowest unoccupied orbital energy (eV): -1.79
HOMO (eV): -8.95
Energy above the lowest of the compared OMol25 structures with the same formula, charge and spin (kJ/mol): 540.6

Geometry (Å):
C1 -0.4131 0.1373 -5.3387
C2 -4.3472 -1.2481 1.0422
O1 -4.4227 4.1872 6.8292
H1 -1.3290 0.8417 -7.2001
O2 0.6186 0.7549 -5.4927
C3 5.4157 -0.9109 1.3835
H2 4.7524 -3.5253 -1.5496
C4 -4.9957 3.9354 3.3380
C5 4.0280 -1.0840 0.8260
C6 -4.7134 5.3305 2.9208
C7 2.2398 -2.4783 -0.0520
S1 -0.2108 0.2801 -0.7107
H3 5.5989 -0.8040 -1.4628
H4 3.6636 0.9982 0.9868
C8 -1.5109 0.2134 -6.3373
O3 -6.6399 1.1465 2.3049
H5 4.9363 -3.6345 1.4604
C9 6.5042 -0.4496 0.3517
H6 -4.1215 7.3086 3.6501
O4 -4.7971 5.6671 1.7588
C10 -3.8765 -0.5435 -0.1761
H7 -3.9111 -2.2210 1.2292
H8 7.2816 -4.4834 -0.8759
C11 -4.9039 3.5614 4.6106
H9 -5.1128 2.5501 4.9359
C12 6.6760 -3.6423 -0.5411
C13 1.9706 -0.0434 0.1324
H10 5.3589 -0.1687 2.1806
O5 -3.9083 -1.9091 -4.8102
H11 5.1003 -5.0622 -0.8139
C14 1.4548 -1.3191 -0.2327
H12 -1.9489 -2.0042 -3.0998
H13 -3.4626 -0.4134 -6.8756
H14 5.7500 -1.8307 1.8624
H15 6.9574 -2.7839 -1.1485
H16 5.4980 0.7656 -0.9770
H17 7.0264 0.4012 0.7867
H18 -4.0918 1.2871 -1.3587
H19 -3.9456 6.6085 6.0404
H20 7.2305 -1.2509 0.2344
C15 -4.4513 0.7945 -0.4640
N1 6.0776 -0.0598 -0.9767
H21 -5.6075 -1.1896 2.7456
C16 -2.6476 -0.4551 -6.1642
H22 6.9527 -3.4490 0.4960
O6 -3.0447 -1.0398 -0.9049
C17 -0.6322 -0.7196 -4.1482
C18 -5.3556 1.3438 0.3418
N2 0.2065 -1.2643 -0.7184
H23 1.8166 -3.4387 -0.3164
C19 -4.3227 6.2968 3.9782
C20 -1.7686 -1.3886 -3.9721
C21 4.3043 -3.6481 0.5720
C22 3.5027 -2.3793 0.4505
C23 -5.2500 -0.6985 1.8495
C24 -5.8239 0.6401 1.5633
C25 -2.8675 -1.3074 -4.9664
H24 0.1775 -0.7629 -3.4321
H25 -5.2937 3.2533 2.5549
H26 -5.7882 2.3188 0.1527
C26 -4.5108 4.5256 5.6690
C27 5.1799 -3.9855 -0.6584
C28 3.2716 0.0379 0.6759
H27 3.5983 -4.4672 0.7029
N3 1.1064 0.9546 -0.0940
C29 -4.2289 5.9236 5.2515

Löwdin atomic charge list, values in e, 5 entries: -0.39, 0.03, 0.11, 0.12, 0.11


Copy entry 2 word for word.
Formula: C29H27N3O6S
Source: the Open Molecules 2025 dataset
Level of theory: ωB97M-V/def2-TZVPD

Total energy (Eh): -2135.0561
Spin multiplicity: 1
Gap between HOMO and LUMO (eV): 7.1633
Lowest unoccupied orbital energy (eV): -1.79
HOMO (eV): -8.95
Energy above the lowest of the compared OMol25 structures with the same formula, charge and spin (kJ/mol): 540.6

Geometry (Å):
C1 -0.4131 0.1373 -5.3387
C2 -4.3472 -1.2481 1.0422
O1 -4.4227 4.1872 6.8292
H1 -1.3290 0.8417 -7.2001
O2 0.6186 0.7549 -5.4927
C3 5.4157 -0.9109 1.3835
H2 4.7524 -3.5253 -1.5496
C4 -4.9957 3.9354 3.3380
C5 4.0280 -1.0840 0.8260
C6 -4.7134 5.3305 2.9208
C7 2.2398 -2.4783 -0.0520
S1 -0.2108 0.2801 -0.7107
H3 5.5989 -0.8040 -1.4628
H4 3.6636 0.9982 0.9868
C8 -1.5109 0.2134 -6.3373
O3 -6.6399 1.1465 2.3049
H5 4.9363 -3.6345 1.4604
C9 6.5042 -0.4496 0.3517
H6 -4.1215 7.3086 3.6501
O4 -4.7971 5.6671 1.7588
C10 -3.8765 -0.5435 -0.1761
H7 -3.9111 -2.2210 1.2292
H8 7.2816 -4.4834 -0.8759
C11 -4.9039 3.5614 4.6106
H9 -5.1128 2.5501 4.9359
C12 6.6760 -3.6423 -0.5411
C13 1.9706 -0.0434 0.1324
H10 5.3589 -0.1687 2.1806
O5 -3.9083 -1.9091 -4.8102
H11 5.1003 -5.0622 -0.8139
C14 1.4548 -1.3191 -0.2327
H12 -1.9489 -2.0042 -3.0998
H13 -3.4626 -0.4134 -6.8756
H14 5.7500 -1.8307 1.8624
H15 6.9574 -2.7839 -1.1485
H16 5.4980 0.7656 -0.9770
H17 7.0264 0.4012 0.7867
H18 -4.0918 1.2871 -1.3587
H19 -3.9456 6.6085 6.0404
H20 7.2305 -1.2509 0.2344
C15 -4.4513 0.7945 -0.4640
N1 6.0776 -0.0598 -0.9767
H21 -5.6075 -1.1896 2.7456
C16 -2.6476 -0.4551 -6.1642
H22 6.9527 -3.4490 0.4960
O6 -3.0447 -1.0398 -0.9049
C17 -0.6322 -0.7196 -4.1482
C18 -5.3556 1.3438 0.3418
N2 0.2065 -1.2643 -0.7184
H23 1.8166 -3.4387 -0.3164
C19 -4.3227 6.2968 3.9782
C20 -1.7686 -1.3886 -3.9721
C21 4.3043 -3.6481 0.5720
C22 3.5027 -2.3793 0.4505
C23 -5.2500 -0.6985 1.8495
C24 -5.8239 0.6401 1.5633
C25 -2.8675 -1.3074 -4.9664
H24 0.1775 -0.7629 -3.4321
H25 -5.2937 3.2533 2.5549
H26 -5.7882 2.3188 0.1527
C26 -4.5108 4.5256 5.6690
C27 5.1799 -3.9855 -0.6584
C28 3.2716 0.0379 0.6759
H27 3.5983 -4.4672 0.7029
N3 1.1064 0.9546 -0.0940
C29 -4.2289 5.9236 5.2515

Löwdin atomic charge list, values in e, 5 entries: -0.39, 0.03, 0.11, 0.12, 0.11


- What is the formula in the second record?
  C29H27N3O6S